1.
Entry from OMol25: a structure of composition C30H89IO18P2 (the ωB97M-V functional and the def2-TZVPD basis).

## Properties
Charge = 0

CARTESIAN COORDINATES (ANGSTROEM)
H (-0.460, -1.327, -1.453)
C (-8.331, -6.731, -2.972)
H (1.396, 1.007, -1.800)
H (4.059, 8.457, 2.943)
C (1.377, 4.377, 4.503)
H (2.742, 1.387, -8.093)
H (5.851, 6.786, 3.453)
H (0.601, -2.161, -6.299)
O (2.127, 5.576, 4.343)
C (3.530, -3.285, -2.031)
H (4.659, 3.558, -1.344)
H (6.699, 4.997, -1.255)
H (2.806, 2.282, 0.185)
H (-10.497, -8.125, -2.671)
O (-4.424, -0.658, -1.393)
H (1.034, 1.586, -8.510)
C (5.085, 6.568, 2.699)
H (1.651, -0.566, 0.518)
H (1.599, 3.467, -1.396)
H (1.901, 3.616, 3.926)
H (-0.378, -0.559, 4.932)
C (0.700, -1.037, 0.293)
H (3.210, 4.760, 0.005)
H (-7.949, -8.721, -3.718)
O (9.410, 5.922, 2.655)
H (8.693, 5.835, 3.292)
C (-2.055, 0.234, 3.866)
H (-1.840, -0.387, 5.926)
O (-1.542, -0.096, 2.574)
H (-9.220, -7.854, -4.589)
H (0.860, -2.107, 0.224)
O (4.212, 3.924, -3.280)
H (0.646, -0.227, -7.124)
H (10.256, 4.125, 3.230)
H (-2.425, -2.609, -6.234)
O (-3.539, -3.657, 2.278)
H (-1.311, -3.417, -7.353)
H (6.507, 5.384, -2.974)
H (10.676, 4.728, 1.622)
H (-1.789, 1.275, 4.048)
H (-9.549, -5.199, 2.496)
H (-10.058, -7.952, 0.274)
H (1.376, 4.065, 5.553)
H (3.968, -2.346, -2.367)
C (1.725, 1.277, -7.718)
H (3.746, 7.640, 1.401)
H (-0.608, 3.613, 4.098)
C (2.540, 0.487, 7.211)
C (-10.090, -6.937, 0.673)
O (-3.747, 0.231, 0.798)
H (9.091, 2.772, 1.467)
O (1.114, 3.129, -0.635)
O (2.120, -3.135, -2.168)
C (8.744, 3.771, 1.733)
O (-8.822, -5.244, 1.867)
H (6.345, 6.261, 1.243)
P (-3.147, -0.496, -0.463)
H (2.205, 1.819, -5.689)
H (-1.707, -1.703, 4.748)
H (5.293, 5.922, -1.817)
H (-8.581, -7.274, 2.184)
H (-5.372, -3.149, 1.487)
C (4.061, -4.445, -2.852)
C (0.065, -0.502, -0.991)
H (3.625, 0.588, 7.212)
H (0.502, 1.997, -6.090)
H (-6.534, -5.223, 2.228)
O (1.547, -0.109, -7.446)
C (-0.349, -2.276, -5.779)
O (2.440, 1.027, 4.839)
C (4.508, 7.858, 2.149)
H (-7.904, -6.920, -1.986)
H (8.351, 4.256, 0.839)
H (0.842, 1.264, 6.126)
H (-0.038, -0.886, 1.078)
H (3.816, -4.307, -3.905)
H (5.879, 2.993, -2.492)
H (-0.046, 4.848, 2.956)
C (-0.927, 0.550, -0.535)
C (1.063, 0.004, -2.029)
H (7.918, 3.675, 2.441)
H (0.602, -0.038, -3.008)
H (-3.237, -4.017, 1.435)
C (-8.786, -8.035, -3.600)
H (-1.572, -1.668, -7.453)
H (1.706, 6.280, 4.845)
H (-7.584, -6.225, -3.584)
C (2.029, 3.006, 0.455)
H (3.337, 4.209, 1.682)
C (-5.446, -5.179, 2.196)
C (1.516, 2.124, -6.476)
I (-5.099, -2.654, -3.857)
C (1.934, 1.360, 6.127)
H (-1.150, 0.425, 0.515)
O (-6.564, -2.015, -1.054)
H (3.609, -5.386, -2.528)
H (2.222, 0.107, 4.659)
H (5.144, -4.534, -2.753)
H (4.302, 5.970, 3.161)
H (-9.180, -6.056, -2.837)
H (1.879, 5.047, 1.117)
H (-1.379, -1.157, -4.552)
C (-8.785, -6.583, 1.359)
O (-2.229, 0.493, -1.240)
H (1.458, 2.597, 1.289)
H (4.660, 4.138, -4.104)
C (5.973, 5.105, -2.062)
H (1.903, -0.678, -2.028)
H (-5.106, -5.629, 1.259)
H (-0.517, 1.550, -0.610)
H (2.181, 2.407, 6.297)
O (-9.741, -8.710, -2.778)
C (-0.046, 4.544, 4.004)
H (2.161, 0.761, 8.197)
H (2.307, -0.565, 7.033)
H (-0.256, -3.127, -5.096)
H (3.781, -3.420, -0.973)
H (1.704, -3.948, -1.864)
O (5.644, 5.755, 1.667)
H (-10.282, -6.242, -0.144)
H (-3.148, 0.154, 3.856)
H (-7.953, -6.634, 0.658)
H (-5.042, -5.782, 3.009)
H (1.674, 3.182, -6.692)
C (-1.465, -0.658, 4.937)
O (-0.549, -1.076, -5.035)
H (-1.800, -1.013, 2.386)
O (-2.534, -1.769, -0.087)
C (9.858, 4.606, 2.330)
H (-5.280, -3.300, 3.248)
H (-0.567, 5.319, 4.572)
C (2.654, 4.330, 0.841)
H (-6.715, -2.629, -0.321)
C (-1.479, -2.512, -6.768)
C (5.197, 3.816, -2.255)
H (5.285, 8.456, 1.665)
H (-10.927, -6.864, 1.371)
C (-4.962, -3.749, 2.309)
P (-5.002, -2.218, -1.428)
H (-3.039, 0.256, 1.474)

Atomic partial charges in e from the Löwdin method, atoms 1 to 4: H 0.12; C -0.09; H 0.06; H 0.07

---

2.
Entry from OMol25: a cluster of 13 separate species, C30H89N7O13 in total at a distorted geometry (the ωB97M-V functional and the def2-TZVPD basis).

## Properties
Charge = 0

CARTESIAN COORDINATES (ANGSTROEM)
C (-7.543, -2.940, -5.410)
H (-6.025, -3.474, -7.968)
H (0.002, 1.845, -7.994)
C (-7.008, 6.361, 4.052)
H (-6.260, -4.505, -4.995)
H (-8.026, -6.211, -9.048)
H (5.243, 1.501, 9.409)
H (6.327, 4.815, 1.656)
H (-6.819, -4.414, 1.679)
H (6.729, 2.120, -3.894)
H (2.068, -4.415, -8.535)
H (-5.012, -2.441, -4.702)
N (-2.230, 0.909, -0.838)
C (4.845, 6.106, 0.503)
C (-3.835, 0.053, 6.685)
H (6.829, -0.707, 9.523)
H (-1.491, 6.389, 6.831)
H (-3.790, -1.015, 6.470)
H (-5.132, -1.979, -6.137)
C (1.920, 0.383, 0.724)
H (-6.984, 7.335, 2.224)
H (-1.278, 2.624, -2.256)
H (-0.029, -6.223, -2.228)
H (-1.882, 0.236, -11.021)
H (8.596, -3.219, -0.722)
H (5.405, 1.115, -4.502)
C (-5.142, 0.681, 6.021)
H (0.396, 2.585, -1.780)
N (4.867, 2.556, -6.175)
C (5.622, 2.974, -5.236)
H (-1.555, -4.938, -2.219)
C (5.900, -0.518, 8.985)
H (-7.312, -2.199, -4.644)
H (-4.962, -6.219, 2.570)
H (-1.380, 5.496, 9.248)
H (-0.330, 0.429, -1.278)
N (4.132, 0.894, 7.918)
C (-5.567, -5.607, 3.239)
C (-6.264, -3.693, -5.722)
H (-2.585, 1.788, -0.489)
H (6.639, -3.660, -0.950)
H (-1.541, -0.780, -9.525)
O (-1.394, -5.305, -1.346)
H (-0.225, -7.139, -0.093)
O (0.650, 5.912, 6.639)
C (0.401, -6.248, -0.043)
H (-0.525, -0.149, 1.028)
C (-1.305, 0.113, -10.104)
O (0.970, 1.300, 1.068)
H (-6.324, -6.269, 3.663)
N (1.056, -3.535, -6.888)
H (-0.291, 0.123, -10.502)
H (3.642, 4.823, 1.094)
H (-8.185, -3.694, -4.953)
H (6.289, 1.124, 6.687)
H (-5.386, 1.627, 6.504)
N (2.751, -3.801, -8.114)
H (-0.678, 3.394, -0.639)
H (-7.952, 5.932, 3.717)
C (5.420, 0.862, 8.544)
C (-6.125, -4.331, 2.515)
H (6.736, -6.063, -1.732)
C (-0.620, 2.603, -1.387)
C (-6.352, 6.615, 2.744)
H (5.193, -0.971, 9.681)
O (-4.907, 0.682, 4.613)
H (6.124, -1.178, 8.148)
H (-0.840, 1.491, 1.554)
O (2.896, -2.281, -6.433)
C (-0.057, -5.592, -1.340)
H (-7.153, -4.737, -9.586)
O (8.470, -3.200, -1.673)
H (0.704, -4.075, -7.666)
H (6.002, 2.707, 7.326)
H (-2.859, 0.414, 6.358)
H (3.727, -3.705, -8.358)
H (0.553, 5.735, 5.701)
H (-5.236, -4.845, -7.381)
H (1.682, -0.641, 1.010)
C (-0.699, 5.701, 7.124)
H (-6.681, -3.798, 3.287)
H (0.483, -2.797, -6.506)
H (-5.922, 4.786, 2.949)
H (0.177, -5.701, 0.873)
O (-7.266, -5.100, -7.552)
C (-0.493, 5.678, 8.640)
O (-0.835, 1.380, -8.062)
H (-6.371, -6.191, -9.123)
C (2.306, -3.181, -7.055)
H (8.505, -5.759, -1.463)
C (-7.196, -5.535, -8.844)
H (-2.424, 1.741, -9.140)
C (7.271, -3.947, -1.791)
H (-4.844, -5.338, 4.009)
N (-5.045, -2.846, -5.627)
H (7.738, 2.124, 9.999)
H (-4.970, -0.189, 4.214)
O (-6.039, 5.353, 2.184)
H (-5.929, -0.034, 6.262)
C (6.330, 1.706, 7.607)
H (3.787, 1.686, 7.395)
H (-7.233, 7.367, 4.407)
H (4.596, 1.597, -6.343)
C (-0.781, 1.210, -0.666)
H (-0.053, 6.624, 8.954)
O (-5.082, -3.582, 1.954)
H (6.268, 6.448, 2.196)
H (4.909, 7.116, 0.096)
C (6.088, 5.824, 1.320)
H (1.480, -6.396, -0.093)
O (6.169, 4.027, -5.225)
C (-0.331, 0.898, 0.794)
H (2.930, 0.697, 0.988)
H (-1.069, 4.705, 6.880)
H (8.972, 3.086, 8.995)
H (4.601, 3.169, -6.932)
C (7.979, 2.642, 9.071)
H (7.859, -5.516, -3.044)
H (2.090, 0.302, -0.350)
C (-6.147, -4.266, -7.230)
O (7.693, 1.835, 7.955)
H (0.412, -4.634, -1.563)
H (6.790, -3.610, -2.710)
H (-2.752, 0.320, -0.204)
N (5.958, 1.960, -4.527)
H (7.392, 3.560, 9.090)
C (-1.396, 1.471, -9.380)
H (-8.006, -2.487, -6.286)
O (3.721, 5.773, 1.206)
H (4.303, 0.274, 7.140)
H (-6.409, 5.834, 4.794)
H (0.112, 4.832, 8.965)
C (7.600, -5.450, -1.988)
H (6.976, 6.029, 0.722)
H (-4.519, -4.013, 1.306)
H (-5.441, 7.148, 3.019)
H (-3.928, 0.045, 7.770)
H (4.853, 5.430, -0.352)
H (-0.875, 2.254, -9.931)

Atomic partial charges in e from the Löwdin method, atoms 1 to 4: C -0.07; H 0.11; H 0.07; C -0.12

---

| no. | molar mass (g mol⁻¹) | HOMO-LUMO gap (eV) | highest occupied orbital energy (Eh) |
| --- | --- | --- | --- |
| 1 | 926.88 | 9.350 | -0.3282 |
| 2 | 756.08 | 8.983 | -0.3292 |